# 1
DFT (ωB97M-V/def2-TZVPD) results for a 12-piece molecular cluster, C41H68O36 overall.

Each atom is followed by the atoms it is bonded to, with distances in Å.
Element x y z (Å)
1 O 12.215 -16.855 -10.956  C13 1.235
2 H 9.052 -18.403 -6.772  C133 1.090
3 O 15.685 -13.155 -6.544  C107 1.349, C115 1.364
4 C 5.263 -12.711 -11.463  C61 1.526, O63 1.413, H64 1.090, H103 1.090
5 O 10.740 -21.308 -4.958  C76 1.278
6 H 17.351 -15.811 -6.378  C67 1.090
7 O 12.331 -15.140 -6.504  C137 1.233
8 C 8.817 -16.340 -10.886  H46 1.090, H72 1.090, C75 1.547, O125 1.366
9 H 17.123 -9.262 -10.861  C32 1.090
10 H 14.602 -9.757 -10.341  C139 1.090
11 H 18.004 -13.990 -10.351  C60 1.090
12 O 13.866 -20.428 -8.582  C33 1.422, C135 1.392
13 C 10.996 -16.897 -10.764  O1 1.235, O69 1.318, O125 1.352
14 H 13.725 -14.689 -10.369  C138 1.090
15 O 14.107 -15.844 -13.487  C83 1.398, C90 1.332
16 O 16.933 -14.362 -7.888  C67 1.435, C107 1.305
17 H 12.358 -17.800 -7.629  C23 1.090
18 H 11.452 -8.262 -10.189  C127 1.090
19 O 9.875 -10.994 -5.926  C35 1.257
20 H 6.876 -11.425 -3.708  C87 1.090
21 O 6.565 -14.207 -5.680  C132 1.239
22 H 14.214 -13.163 -9.656  C138 1.090
23 C 12.839 -18.764 -7.463  H17 1.090, C33 1.500, O52 1.409, H105 1.090
24 C 12.013 -13.758 -9.667  H58 1.090, H81 1.090, O84 1.386, C138 1.514
25 H 3.418 -13.676 -3.888  C136 1.090
26 C 13.134 -12.346 -3.625  H53 1.090, C78 1.510, H106 1.090, H120 1.090
27 H 17.664 -12.983 -11.797  C60 1.090
28 H 5.481 -12.900 -3.806  C92 1.090
29 O 12.106 -21.903 -8.551  C135 1.194
30 H 10.789 -18.009 -2.730  C141 1.090
31 H 4.315 -15.185 -4.252  C136 1.090
32 C 16.324 -9.316 -11.601  H9 1.090, H108 1.090, O113 1.371, C139 1.508
33 C 13.886 -19.008 -8.509  O12 1.422, C23 1.500, H104 1.090, H116 1.090
34 C 8.906 -12.334 -8.483  O42 1.393, H54 1.090, H97 1.090, H114 1.090
35 C 9.864 -11.430 -4.747  O19 1.257, O96 1.316, O98 1.392
36 O 17.463 -17.198 -12.029  C117 1.259
37 H 9.972 -8.674 -7.689  C80 1.090
38 H 11.180 -7.383 -8.016  C80 1.090
39 H 9.517 -20.106 -6.884  C133 1.090
40 C 12.276 -17.098 -4.102  H89 1.090, H134 1.090, C141 1.549, H142 1.090
41 H 16.526 -14.164 -4.930  C115 1.090
42 O 8.156 -12.107 -9.636  C34 1.393, C123 1.317
43 H 16.059 -14.825 -12.467  C77 1.090
44 O 6.376 -13.494 -9.113  C123 1.260
45 H 7.525 -11.365 -5.380  C87 1.090
46 H 8.194 -15.448 -10.820  C8 1.090
47 O 16.308 -15.815 -10.585  C77 1.442, C117 1.343
48 H 12.520 -11.197 -5.366  C78 1.090
49 H 4.173 -12.711 -13.374  C61 1.090
50 O 13.308 -10.859 -7.735  C130 1.187
51 O 11.898 -9.123 -7.404  C80 1.398, C130 1.323
52 O 11.900 -19.771 -7.761  C23 1.409, C135 1.367
53 H 14.088 -12.793 -3.903  C26 1.090
54 H 9.772 -11.673 -8.442  C34 1.090
55 O 12.738 -14.606 -14.626  C90 1.364, C109 1.350
56 O 9.999 -19.096 -5.123  C76 1.362, C133 1.429
57 H 9.864 -15.984 -5.708  C143 1.090
58 H 11.917 -12.688 -9.852  C24 1.090
59 H 3.725 -14.983 -2.618  C136 1.090
60 C 17.708 -13.997 -11.400  H11 1.090, H27 1.090, C77 1.481, H110 1.090
61 C 5.155 -12.472 -12.966  C4 1.526, H49 1.090, H112 1.090, H122 1.090
62 H 7.653 -9.904 -4.294  C87 1.090
63 O 6.549 -12.309 -11.038  C4 1.413, C123 1.323
64 H 5.012 -13.721 -11.138  C4 1.090
65 C 15.836 -10.927 -13.082  O73 1.208, O91 1.339, O113 1.324
66 H 10.067 -9.376 -9.863  C127 1.090
67 C 16.529 -15.301 -6.880  H6 1.090, O16 1.435, H85 1.090, C115 1.559
68 H 13.936 -14.901 -16.130  C109 1.090
69 O 10.402 -17.512 -9.762  C13 1.318, C75 1.365
70 H 9.432 -16.185 -8.726  C75 1.090
71 O 12.020 -9.948 -9.355  C127 1.392, C130 1.366
72 H 8.296 -17.037 -11.542  C8 1.090
73 O 15.867 -11.632 -14.064  C65 1.208
74 H 8.119 -19.646 -5.902  C133 1.090
75 C 9.203 -16.915 -9.502  C8 1.547, O69 1.365, H70 1.090, H88 1.090
76 C 10.822 -20.072 -4.647  O5 1.278, O56 1.362, O121 1.383
77 C 16.384 -14.657 -11.440  H43 1.090, O47 1.442, C60 1.481, H86 1.090
78 C 12.175 -12.023 -4.746  C26 1.510, H48 1.090, O96 1.426, H118 1.090
79 O 6.524 -14.649 -3.471  C92 1.409, C132 1.314
80 C 10.933 -8.437 -8.147  H37 1.090, H38 1.090, O51 1.398, C127 1.467
81 H 11.565 -14.338 -10.474  C24 1.090
82 H 14.968 -14.577 -5.449  C115 1.090
83 C 13.790 -16.537 -14.659  O15 1.398, H93 1.090, H102 1.090, C109 1.508
84 O 11.616 -14.033 -8.368  C24 1.386, C137 1.359
85 H 15.675 -15.926 -7.142  C67 1.090
86 H 15.704 -13.894 -11.061  C77 1.090
87 C 7.634 -10.992 -4.361  H20 1.090, H45 1.090, H62 1.090, O98 1.354
88 H 8.359 -17.549 -9.232  C75 1.090
89 H 13.314 -17.412 -4.203  C40 1.090
90 C 13.474 -14.671 -13.480  O15 1.332, O55 1.364, O99 1.201
91 O 14.952 -11.018 -12.081  C65 1.339, C139 1.396
92 C 5.418 -13.814 -3.216  H28 1.090, O79 1.409, H94 1.090, C136 1.496
93 H 14.648 -17.140 -14.956  C83 1.090
94 H 5.376 -13.528 -2.165  C92 1.090
95 H 12.346 -15.845 -16.103  C109 1.090
96 O 10.916 -11.875 -4.093  C35 1.316, C78 1.426
97 H 9.275 -13.336 -8.699  C34 1.090
98 O 8.758 -11.604 -3.920  C35 1.392, C87 1.354
99 O 13.601 -13.855 -12.608  C90 1.201
100 H 17.978 -19.425 -10.498  C144 1.090
101 H 8.898 -15.032 -6.589  C143 1.090
102 H 12.993 -17.246 -14.434  C83 1.090
103 H 4.538 -12.027 -11.023  C4 1.090
104 H 13.711 -18.719 -9.545  C33 1.090
105 H 13.223 -18.883 -6.450  C23 1.090
106 H 13.100 -11.513 -2.923  C26 1.090
107 C 16.440 -13.175 -7.662  O3 1.349, O16 1.305, O128 1.243
108 H 15.984 -8.316 -11.870  C32 1.090
109 C 13.208 -15.470 -15.552  O55 1.350, H68 1.090, C83 1.508, H95 1.090
110 H 18.436 -14.555 -11.988  C60 1.090
111 O 13.653 -14.730 -8.322  C137 1.303, C138 1.455
112 H 5.395 -11.462 -13.299  C61 1.090
113 O 16.674 -9.955 -12.762  C32 1.371, C65 1.324
114 H 8.343 -12.391 -7.552  C34 1.090
115 C 15.945 -14.295 -5.842  O3 1.364, H41 1.090, C67 1.559, H82 1.090
116 H 14.860 -18.649 -8.177  C33 1.090
117 C 16.821 -16.997 -10.965  O36 1.259, O47 1.343, O140 1.324
118 H 12.112 -12.873 -5.426  C78 1.090
119 H 9.726 -14.393 -5.026  C143 1.090
120 H 12.683 -13.166 -3.066  C26 1.090
121 O 11.710 -19.537 -3.730  C76 1.383, C141 1.477
122 H 5.856 -13.089 -13.528  C61 1.090
123 C 6.971 -12.647 -9.831  O42 1.317, O44 1.260, O63 1.323
124 H 12.474 -18.236 -2.276  C141 1.090
125 O 10.056 -16.205 -11.446  C8 1.366, C13 1.352
126 H 15.874 -10.935 -10.305  C139 1.090
127 C 11.021 -8.991 -9.502  H18 1.090, H66 1.090, O71 1.392, C80 1.467
128 O 16.573 -12.170 -8.380  C107 1.243
129 O 8.116 -15.432 -4.643  C132 1.272, C143 1.401
130 C 12.418 -10.146 -8.064  O50 1.187, O51 1.323, O71 1.366
131 H 16.328 -19.834 -10.663  C144 1.090
132 C 7.037 -14.758 -4.675  O21 1.239, O79 1.314, O129 1.272
133 C 9.116 -19.341 -6.220  H2 1.090, H39 1.090, O56 1.429, H74 1.090
134 H 12.116 -16.116 -3.655  C40 1.090
135 C 12.537 -20.801 -8.394  O12 1.392, O29 1.194, O52 1.367
136 C 4.087 -14.439 -3.490  H25 1.090, H31 1.090, H59 1.090, C92 1.496
137 C 12.556 -14.667 -7.621  O7 1.233, O84 1.359, O111 1.303
138 C 13.506 -13.987 -9.564  H14 1.090, H22 1.090, C24 1.514, O111 1.455
139 C 15.334 -10.262 -10.971  H10 1.090, C32 1.508, O91 1.396, H126 1.090
140 O 16.709 -17.865 -9.971  C117 1.324, C144 1.436
141 C 11.789 -18.194 -3.122  H30 1.090, C40 1.549, O121 1.477, H124 1.090
142 H 11.668 -17.093 -5.007  C40 1.090
143 C 9.160 -15.170 -5.540  H57 1.090, H101 1.090, H119 1.090, O129 1.401
144 C 17.008 -19.269 -10.026  H100 1.090, H131 1.090, O140 1.436, H145 1.090
145 H 17.019 -19.665 -9.010  C144 1.090

Properties
**Structure (SMILES)**: CCOC(=O)OC.CCOC(=O)OC.CCOC(=O)OC.CCOC(=O)OC.CCOC(=O)OC.O=C1OCCO1.O=C1OCCO1.O=C1OCCO1.O=C1OCCO1.O=C1OCCO1.O=C1OCCO1.O=C1OCCO1
**HOMO energy**: -0.376 Ha
**Energy above the lowest of the compared OMol25 structures with the same formula, charge and spin**: 111.48 kcal/mol

Here are the Löwdin charges for atoms 1 to 5, given in e: number 1, O, carries 0.134; number 2, H, carries 0.075; number 3, O, carries 0.066; number 4, C, carries -0.216; number 5, O, carries 0.071

***

# 2
DFT (ωB97M-V/def2-TZVPD) results for a 3-piece molecular cluster, C4H13NO3 overall.

Each atom is followed by the atoms it is bonded to, with distances in Å.
Element x y z (Å)
1 H -1.331 -1.598 -0.715  C16 1.091
2 H -1.217 -1.545 1.710  N19 1.018
3 H 0.301 1.520 4.375  O17 0.965
4 H 0.908 -0.675 -1.331  C13 1.115
5 C -2.219 0.189 0.046  H6 1.095, C8 1.536, H14 1.086, C16 1.579
6 H -3.089 -0.468 -0.055  C5 1.095
7 H -2.731 0.908 -1.971  C8 1.086
8 C -2.446 1.294 -0.996  C5 1.536, H7 1.086, H10 1.078, H20 1.091
9 O 0.518 1.134 -0.595  C13 1.199
10 H -1.564 1.907 -1.093  C8 1.078
11 H 0.439 -1.417 1.274  N19 1.020
12 H 0.278 0.915 2.997  O17 0.974
13 C 0.211 -0.012 -0.766  H4 1.115, O9 1.199, C16 1.500
14 H -2.120 0.648 1.025  C5 1.086
15 O 6.206 -0.938 -2.554  H18 0.970, H21 0.961
16 C -0.956 -0.736 -0.161  H1 1.091, C5 1.579, C13 1.500, N19 1.481
17 O 0.675 0.783 3.877  H3 0.965, H12 0.974
18 H 6.520 -1.412 -3.340  O15 0.970
19 N -0.498 -1.019 1.219  H2 1.018, H11 1.020, C16 1.481
20 H -3.283 1.906 -0.655  C8 1.091
21 H 5.396 -1.384 -2.291  O15 0.961

Properties
**Structure (SMILES)**: CC[C@H](N)C=O.O.O
**HOMO energy**: -0.361 Ha
**Energy above the lowest of the compared OMol25 structures with the same formula, charge and spin**: 47.03 kcal/mol

Here are the natural (NBO) charges for atoms 1 to 5, given in e: number 1, H, carries 0.184; number 2, H, carries 0.376; number 3, H, carries 0.463; number 4, H, carries 0.097; number 5, C, carries -0.394

***

# 3
DFT (ωB97M-V/def2-TZVPD) results for a 2-piece molecular cluster, C2HNO overall.

Each atom is followed by the atoms it is bonded to, with distances in Å.
Element x y z (Å)
1 H -0.120 0.034 -0.610  C3 1.063
2 O -0.553 -1.849 -0.050  C3 1.170
3 C -0.147 -0.761 0.096  H1 1.063, O2 1.170
4 N 4.096 -0.158 -0.020  C5 1.142
5 C 2.970 -0.345 0.009  N4 1.142

Properties
**HOMO energy (spin up / spin down)**: -0.439 / -0.349 Ha
**Energy above the lowest of the compared OMol25 structures with the same formula, charge and spin**: 112.18 kcal/mol

So, what does the natural (NBO) scheme give us? The charges, in e, come out as: number 1, H, carries 0.194; number 2, O, carries -0.356; number 3, C, carries 0.496; number 4, N, carries -0.490; number 5, C, carries 0.157

***

# 4
DFT (ωB97M-V/def2-TZVPD) results for a 2-piece molecular cluster, C8H18N2 overall.

Each atom is followed by the atoms it is bonded to, with distances in Å.
Element x y z (Å)
1 C 0.199 -0.223 -3.715  H10 1.107, C12 1.480, H15 1.107, C25 1.457
2 H 1.083 -1.017 -1.984  C12 1.107
3 H 2.272 0.669 2.073  C9 1.107
4 H 0.272 1.874 2.905  C21 1.107
5 H -0.308 -0.390 4.605  C23 1.107
6 H 1.905 -0.703 3.841  C27 1.107
7 H 1.144 -0.184 0.980  C9 1.107
8 H -2.449 0.421 -1.994  N16 1.028
9 C 1.283 0.175 2.018  H3 1.107, H7 1.107, C21 1.521, C27 1.528
10 H 0.565 0.590 -4.372  C1 1.107
11 H -0.099 1.182 -0.783  C18 1.107
12 C 0.722 -0.034 -2.343  C1 1.480, H2 1.107, C18 1.470, H28 1.107
13 H -0.702 -0.494 -0.929  C18 1.107
14 H -0.945 -1.763 3.653  C23 1.107
15 H 0.513 -1.185 -4.164  C1 1.107
16 N -1.534 0.675 -2.389  H8 1.028, C18 1.458, C25 1.485
17 N -0.896 0.123 2.663  H19 1.028, C21 1.411, C23 1.495
18 C -0.406 0.403 -1.506  H11 1.107, C12 1.470, H13 1.107, N16 1.458
19 H -1.602 0.723 3.109  N17 1.028
20 H -1.614 0.653 -4.507  C25 1.107
21 C 0.054 1.055 2.194  H4 1.107, C9 1.521, N17 1.411, H24 1.107
22 H 1.382 -1.939 2.661  C27 1.107
23 C -0.295 -0.868 3.607  H5 1.107, H14 1.107, N17 1.495, C27 1.548
24 H -0.268 1.515 1.239  C21 1.107
25 C -1.238 0.014 -3.685  C1 1.457, N16 1.485, H20 1.107, H26 1.107
26 H -1.801 -0.938 -3.713  C25 1.107
27 C 1.153 -0.933 3.062  H6 1.107, C9 1.528, H22 1.107, C23 1.548
28 H 1.608 0.604 -2.528  C12 1.107

Properties
**Structure (SMILES)**: C1CCNC1.C1CCNC1
**HOMO energy**: -0.303 Ha
**Energy above the lowest of the compared OMol25 structures with the same formula, charge and spin**: 43.28 kcal/mol

Here are the natural (NBO) charges for atoms 1 to 5, given in e: number 1, C, carries -0.417; number 2, H, carries 0.207; number 3, H, carries 0.212; number 4, H, carries 0.148; number 5, H, carries 0.166

***

Question: Which of these has the highest energy above the lowest of the compared OMol25 structures with the same formula, charge and spin?
Answer: C2HNO

***

Question: What is the energy above the lowest of the compared OMol25 structures with the same formula, charge and spin in the third record?
Answer: 112.18 kcal/mol